<P>
C9H14O | the ωB97M-V functional and the def2-TZVPD basis

Its HOMO-LUMO gap (alpha / beta) is 2.63 / 6.45 eV. As for the expectation value of S²: 0.762. The spin multiplicity is 2. The total charge is -1.

Geometry as XYZ:
```
24
C9H14O, DFT the ωB97M-V functional and the def2-TZVPD basis
C -0.07 -1.09 3.29
C 1.04 -0.09 3.58
O -1.25 -0.86 4.13
H -0.38 -1.01 2.25
H 0.19 -2.10 3.59
H 0.94 0.36 4.57
H -1.91 -0.44 3.58
H 1.06 0.68 2.82
H 1.96 -0.66 3.77
C -1.92 -0.04 -0.85
C 0.63 -0.18 -3.69
C 1.67 0.62 -3.25
C -0.57 -0.48 -2.95
C -0.72 0.25 -1.70
C 1.46 1.32 -2.03
C 0.31 1.05 -1.26
H 0.71 -0.65 -4.67
H 2.57 0.79 -3.83
H -1.42 -0.65 -3.62
H 2.22 1.98 -1.62
H -2.19 0.75 -0.14
H -1.73 -0.89 -0.16
H 0.20 1.57 -0.31
H -2.79 -0.22 -1.48
```


<Q>
C9H14O | the ωB97M-V functional and the def2-TZVPD basis

Its HOMO-LUMO gap (alpha / beta) is 2.85 / 7.02 eV. As for the expectation value of S²: 0.760. The spin multiplicity is 2. The total charge is -1.

Geometry as XYZ:
```
24
C9H14O, DFT the ωB97M-V functional and the def2-TZVPD basis
C -0.67 -2.50 -1.19
C -1.48 -1.58 0.96
C -0.38 -1.95 0.16
C -1.26 -0.71 2.05
C 0.02 -0.54 2.57
C 0.89 -1.64 0.64
C 1.15 -1.09 1.93
O 0.14 0.01 3.85
H -2.49 -1.71 0.59
H -2.14 -0.31 2.55
H -1.12 -3.51 -1.01
H -1.50 -1.99 -1.67
H 1.75 -2.04 0.11
H -0.52 -0.39 4.40
H 2.13 -1.18 2.38
H 0.13 -2.74 -1.89
C 1.10 2.64 -2.61
C 0.30 3.38 -1.50
H 1.29 1.63 -2.21
H 0.44 2.49 -3.46
H 2.05 3.11 -2.81
H 0.94 3.81 -0.74
H -0.32 4.18 -1.92
H -0.42 2.62 -1.18
```


From most stable to least stable, the computed energies give <Q>, <P>.


<P>
C4H8O | the ωB97M-V functional and the def2-TZVPD basis

Its HOMO-LUMO gap is 10.46 eV. The SMILES is C[C@H]1CCO1. The total charge is 0.

Geometry as XYZ:
```
13
C4H8O, DFT the ωB97M-V functional and the def2-TZVPD basis
C 1.83 -0.32 -0.03
C 0.43 -0.03 -0.65
C -1.10 -0.57 -0.22
C -1.51 0.65 0.59
O -0.18 1.11 0.26
H 2.17 0.67 0.33
H 1.78 -1.00 0.83
H 2.63 -0.68 -0.69
H 0.66 0.46 -1.62
H -1.69 -0.68 -1.12
H -0.98 -1.45 0.40
H -1.71 0.54 1.69
H -2.35 1.30 0.23
```


<Q>
C4H8O | the ωB97M-V functional and the def2-TZVPD basis

Its HOMO-LUMO gap is 11.18 eV. The SMILES is CC1(C)CO1. The total charge is 0.

Geometry as XYZ:
```
13
C4H8O, DFT the ωB97M-V functional and the def2-TZVPD basis
C -1.40 -0.68 -0.09
C -0.20 0.22 -0.16
C 1.19 -0.73 -0.19
C -0.05 1.53 0.48
O 0.00 1.36 -0.94
H -2.23 -0.44 0.61
H -1.79 -1.09 -1.04
H -0.55 -1.29 0.26
H 2.01 -0.16 0.27
H 1.44 -0.92 -1.24
H 1.25 -1.74 0.30
H -0.87 2.16 0.83
H 0.90 1.66 0.99
```


<R>
C4H8O | the ωB97M-V functional and the def2-TZVPD basis

Its HOMO-LUMO gap is 10.35 eV. The SMILES is C/C=C/CO. The total charge is 0.

Geometry as XYZ:
```
13
C4H8O, DFT the ωB97M-V functional and the def2-TZVPD basis
C -2.38 -0.13 -0.10
C -0.95 -0.25 0.24
C 0.00 0.73 0.06
C 1.49 0.57 0.02
H -2.90 -0.42 0.80
H -2.79 0.85 -0.46
H -2.59 -0.82 -0.90
H -0.59 -1.26 0.59
H -0.33 1.72 -0.33
H 2.08 0.91 0.96
H 1.84 1.22 -0.76
H 1.12 -1.17 -0.70
O 1.91 -0.81 -0.07
```


From most stable to least stable, the computed energies give <R>, <P>, <Q>.


<P>
C2H7NO | the ωB97M-V functional and the def2-TZVPD basis

Its HOMO-LUMO gap is 9.49 eV. The SMILES is C=CO.N. The total charge is 0.

Geometry as XYZ:
```
11
C2H7NO, DFT the ωB97M-V functional and the def2-TZVPD basis
N 0.29 1.23 -1.81
H 0.84 2.00 -2.17
H -0.58 1.65 -1.47
H 0.09 0.61 -2.58
C -0.64 -1.43 1.77
C 0.08 -0.80 0.85
O 0.71 0.39 1.07
H -1.17 -2.31 1.47
H -0.61 -0.99 2.76
H 0.30 -1.23 -0.13
H 0.68 0.88 0.23
```


<Q>
C2H7NO | the ωB97M-V functional and the def2-TZVPD basis

Its HOMO-LUMO gap is 9.71 eV. The SMILES is C=O.CN. The total charge is 0.

Geometry as XYZ:
```
11
C2H7NO, DFT the ωB97M-V functional and the def2-TZVPD basis
C -1.13 0.38 -0.46
N -1.95 -0.79 -0.17
H -1.91 1.21 -0.69
H -0.57 0.53 -1.35
H -0.48 0.76 0.38
H -2.00 -1.36 -1.00
H -1.54 -1.46 0.51
O 1.74 -0.69 1.18
C 2.45 0.12 0.65
H 3.37 0.52 1.18
H 2.01 0.78 -0.24
```


<R>
C2H7NO | the ωB97M-V functional and the def2-TZVPD basis

Its HOMO-LUMO gap is 10.83 eV. The SMILES is C=CO.N. The total charge is 0.

Geometry as XYZ:
```
11
C2H7NO, DFT the ωB97M-V functional and the def2-TZVPD basis
N 1.99 -0.65 -0.95
H 2.95 -0.75 -1.31
H 1.56 0.11 -1.55
H 1.56 -1.54 -1.16
C -0.68 1.27 1.07
C -0.95 0.55 0.03
O -0.98 -0.89 0.16
H -0.55 2.30 1.12
H -0.91 0.92 2.12
H -0.84 0.73 -0.95
H -0.09 -0.99 0.49
```


<S>
C2H7NO | the ωB97M-V functional and the def2-TZVPD basis

Its HOMO-LUMO gap is 8.89 eV. The SMILES is C=CN.O. The total charge is 0.

Geometry as XYZ:
```
11
C2H7NO, DFT the ωB97M-V functional and the def2-TZVPD basis
C -0.11 -0.38 1.79
C 0.37 0.03 0.55
N 0.67 1.36 0.26
H -0.57 0.39 2.58
H 0.04 -1.47 2.11
H 0.09 -0.74 -0.21
H 0.61 1.95 1.16
H 1.32 1.47 -0.48
H -0.33 -0.28 -2.87
H -1.26 -1.16 -2.01
O -0.82 -1.16 -2.87
```


From most stable to least stable, the computed energies give <P>, <R>, <Q>, <S>.


<P>
C6H15N3 | the ωB97M-V functional and the def2-TZVPD basis

Its HOMO-LUMO gap is 9.96 eV. The SMILES is [H]/N=C(/N)[C@H]1N[C@@H]1C.CC. The total charge is 0.

Geometry as XYZ:
```
24
C6H15N3, DFT the ωB97M-V functional and the def2-TZVPD basis
C 0.98 0.24 -0.33
C -1.83 1.25 0.69
C -2.41 1.48 -0.69
C 1.62 1.57 -0.01
H -0.85 0.62 0.55
H 0.19 0.22 -1.07
H -2.56 0.80 1.35
H -1.52 2.19 1.14
H -2.73 0.54 -1.13
H -1.65 1.91 -1.34
H -3.25 2.18 -0.64
H 2.03 2.02 -0.91
H 2.41 1.47 0.74
H 0.89 2.27 0.40
C 0.36 -2.15 0.45
N -0.10 -2.55 -0.76
C 1.40 -1.07 0.38
N -0.14 -2.62 1.52
N 2.02 -0.85 -0.88
H 0.51 -2.37 -1.54
H -0.61 -3.42 -0.77
H 0.30 -2.25 2.37
H 2.99 -0.56 -0.82
H 1.95 -0.91 1.31
```


<Q>
C6H15N3 | the ωB97M-V functional and the def2-TZVPD basis

Its HOMO-LUMO gap is 8.36 eV. The SMILES is CN=C(N)N.C/C=C/C. The total charge is 0.

Geometry as XYZ:
```
24
C6H15N3, DFT the ωB97M-V functional and the def2-TZVPD basis
C 1.07 0.72 2.05
C 1.61 0.03 -0.19
N 1.32 -1.32 -0.12
N 2.59 0.35 -1.11
N 1.19 0.94 0.63
H 3.18 -0.37 -1.48
H 0.71 -1.58 0.63
H 1.26 -1.80 -1.01
H 2.91 1.30 -1.06
H 0.01 0.56 2.30
H 1.42 1.63 2.54
H 1.62 -0.11 2.50
C -2.29 -0.28 1.33
C -0.89 0.20 -2.28
C -1.49 -0.46 0.08
C -1.36 0.47 -0.89
H -1.37 -1.50 -0.21
H -1.61 1.50 -0.65
H -1.86 -0.86 2.15
H 0.06 0.69 -2.48
H -2.37 0.78 1.59
H -3.30 -0.67 1.19
H -1.59 0.64 -3.01
H -0.82 -0.87 -2.49
```


<R>
C6H15N3 | the ωB97M-V functional and the def2-TZVPD basis

Its HOMO-LUMO gap is 7.87 eV. The total charge is 0.

Geometry as XYZ:
```
24
C6H15N3, DFT the ωB97M-V functional and the def2-TZVPD basis
C -1.76 -0.54 -0.91
C 1.71 0.90 -1.50
N -0.65 0.41 -0.84
C 0.79 -0.19 -0.98
N 0.97 -1.38 -1.50
H -0.78 1.14 -1.55
H 0.19 -2.01 -1.31
H -1.86 -0.99 -1.90
H -2.69 -0.01 -0.67
H -1.61 -1.32 -0.18
H 1.48 1.10 -2.55
H 2.74 0.54 -1.45
H 1.64 1.83 -0.94
C -1.35 0.65 1.82
N 0.77 -1.40 1.42
C 0.98 -0.06 0.94
C -0.12 0.85 0.98
H 1.15 -2.05 0.74
H 1.23 -1.57 2.31
H 1.96 0.38 1.08
H 0.14 1.89 0.82
H -2.21 1.20 1.44
H -1.58 -0.41 1.93
H -1.13 1.04 2.82
```


From most stable to least stable, the computed energies give <P>, <Q>, <R>.


<P>
C6H15N3 | the ωB97M-V functional and the def2-TZVPD basis

Its HOMO-LUMO gap is 9.36 eV. The SMILES is CNC[C@@H](C)N.CC#N. The total charge is 0.

Geometry as XYZ:
```
24
C6H15N3, DFT the ωB97M-V functional and the def2-TZVPD basis
C 1.80 -0.27 0.02
C 0.34 -0.10 0.50
C -0.39 1.99 -0.56
C -3.22 -0.09 0.45
C 2.66 -0.80 1.17
N -0.54 0.55 -0.45
C -2.57 -0.60 -0.74
N 1.94 -1.17 -1.12
N -2.32 -1.15 -1.74
H 2.20 0.70 -0.29
H 1.61 -2.10 -0.88
H 1.38 -0.85 -1.90
H -0.54 0.07 -1.40
H 0.32 0.47 1.43
H -0.07 -1.10 0.69
H -0.60 2.45 0.41
H 0.62 2.31 -0.87
H -1.11 2.37 -1.29
H -2.63 -0.35 1.32
H -3.28 1.00 0.39
H -4.22 -0.52 0.53
H 2.68 -0.10 1.99
H 3.68 -0.97 0.82
H 2.27 -1.75 1.53
```


<Q>
C6H15N3 | the ωB97M-V functional and the def2-TZVPD basis

Its HOMO-LUMO gap is 9.93 eV. The SMILES is [H]/N=C(\N)C(C)(C)NCC. The total charge is 0.

Geometry as XYZ:
```
24
C6H15N3, DFT the ωB97M-V functional and the def2-TZVPD basis
C -0.20 -0.10 0.67
C 0.84 -0.97 -1.45
C -1.29 -1.14 0.87
C 1.04 -0.42 1.50
C 0.77 -0.71 -2.94
N 0.12 0.22 -0.69
C -0.77 1.39 1.23
N -0.06 2.47 0.81
N -1.74 1.38 2.05
H -0.75 0.40 -1.18
H -0.38 3.40 1.03
H 0.53 2.33 0.01
H -2.00 2.29 2.42
H 0.43 -1.97 -1.22
H 1.87 -0.95 -1.09
H -2.11 -0.98 0.18
H 1.37 -1.44 1.32
H -1.68 -1.04 1.88
H -0.90 -2.15 0.74
H 0.79 -0.33 2.55
H 1.85 0.27 1.26
H 1.18 0.27 -3.17
H -0.26 -0.75 -3.29
H 1.34 -1.47 -3.49
```


<R>
C6H15N3 | the ωB97M-V functional and the def2-TZVPD basis

Its HOMO-LUMO gap is 8.93 eV. The total charge is 0.

Geometry as XYZ:
```
24
C6H15N3, DFT the ωB97M-V functional and the def2-TZVPD basis
C -0.65 0.80 -0.23
C -0.79 0.58 1.28
C -1.20 -0.62 -0.38
C -0.28 -2.64 2.02
C 0.74 0.93 -2.17
C 1.23 2.28 -0.27
N -1.60 -0.61 1.02
N 0.69 1.01 -0.72
N 0.31 -3.15 0.97
H -1.35 1.56 -0.61
H -0.23 -3.74 0.35
H 1.28 -3.02 0.69
H -1.32 1.34 1.85
H 0.18 0.38 1.76
H -2.04 -0.77 -1.06
H -0.41 -1.34 -0.62
H 0.45 -2.05 2.60
H -1.37 -1.47 1.57
H 0.15 1.72 -2.66
H 1.78 1.01 -2.49
H 0.35 -0.04 -2.49
H 2.26 2.37 -0.59
H 0.66 3.14 -0.66
H 1.19 2.32 0.82
```


From most stable to least stable, the computed energies give <Q>, <P>, <R>.


<P>
C6H9N | the ωB97M-V functional and the def2-TZVPD basis

Its HOMO-LUMO gap is 8.96 eV. The total charge is 0.

Geometry as XYZ:
```
16
C6H9N, DFT the ωB97M-V functional and the def2-TZVPD basis
C 1.82 -0.28 -0.06
C 0.32 -0.14 -0.09
C -0.52 0.65 0.96
C -1.32 1.20 -0.23
N -0.44 0.48 -1.22
C -0.60 -0.93 -1.01
C -0.84 -0.68 1.42
H 2.33 0.68 -0.05
H 2.17 -0.82 -0.94
H 2.16 -0.84 0.81
H 0.07 1.37 1.54
H -2.37 0.91 -0.28
H -1.21 2.28 -0.39
H -0.02 -1.55 -1.69
H -1.58 -1.33 -0.77
H 0.04 -1.01 2.02
```


<Q>
C6H9N | the ωB97M-V functional and the def2-TZVPD basis

Its HOMO-LUMO gap is 8.58 eV. The SMILES is [H]/N=C(/C)[C@@H]1C=C1C. The total charge is 0.

Geometry as XYZ:
```
16
C6H9N, DFT the ωB97M-V functional and the def2-TZVPD basis
C -1.04 0.57 0.78
C -0.22 0.42 -2.08
C 0.38 -1.78 0.82
C 0.07 0.91 -0.69
C -0.40 -0.58 1.18
C -0.29 0.53 1.98
N 1.05 1.68 -0.44
H -2.07 0.80 0.55
H 1.14 1.86 0.57
H 0.58 1.01 2.40
H 0.46 0.87 -2.81
H -0.12 -0.67 -2.12
H -1.25 0.67 -2.35
H 0.18 -2.56 1.56
H 1.45 -1.57 0.82
H 0.08 -2.16 -0.16
```


From most stable to least stable, the computed energies give <Q>, <P>.